DFT (the ωB97M-V functional and the def2-TZVPD basis) results for 2 unconnected molecules or ions with the total composition C29H52FN4O11 in a non-equilibrium geometry.

Structure (XYZ):
```
97
Properties=species:S:1:pos:R:3:mulliken_charge:R:1
C 5.05 -3.41 3.84 -1.118
C 5.63 -3.23 2.46 -0.282
O 4.71 -2.72 1.47 -0.353
C 3.97 -1.69 1.95 0.439
O 4.47 -0.63 2.27 -0.593
C 2.49 -1.88 2.08 -1.450
C 1.70 -1.44 0.85 -0.367
C 1.91 0.06 0.60 -0.007
N 1.19 0.64 -0.57 1.829
C 1.16 -0.21 -1.81 -0.613
C 0.20 -1.40 -1.97 -1.842
C -0.81 -1.82 -0.88 0.754
C -2.16 -2.02 -1.50 -0.610
O -3.13 -1.35 -1.24 -0.483
O -2.20 -2.98 -2.46 -0.401
C -2.20 -4.31 -1.90 -0.196
C -0.87 -5.03 -2.11 -1.143
C -0.21 1.20 -0.30 0.339
C -0.79 1.07 1.12 -2.023
C -2.28 0.75 1.14 0.140
O -2.53 0.47 2.52 -0.714
C -3.16 1.91 0.73 -0.732
N -2.86 3.11 1.51 -0.520
C -0.31 2.68 -0.75 -1.489
C 0.98 2.91 -1.55 -0.895
O 1.46 4.21 -1.57 -0.685
C 1.98 1.89 -0.92 0.623
C 3.10 1.81 -1.96 -1.277
C 4.27 0.85 -1.78 -0.263
O 4.42 -0.01 -2.63 -0.611
N 5.15 1.00 -0.67 0.380
C 6.20 1.94 -1.11 -1.153
C 5.82 -0.30 -0.45 -1.148
C 2.54 2.74 0.26 -0.515
O 3.66 3.19 0.24 -0.478
N 1.65 3.02 1.40 0.574
C 1.92 4.30 1.93 0.471
O 2.41 4.53 3.01 -0.510
F 1.51 5.27 1.11 -0.202
H 5.08 -2.51 4.43 0.325
H 4.03 -3.79 3.81 0.277
H 5.62 -4.15 4.38 0.435
H 6.47 -2.55 2.52 0.256
H 6.00 -4.18 2.11 0.441
H 2.11 -1.36 2.95 0.539
H 2.27 -2.94 2.21 0.675
H 1.93 -2.03 -0.02 0.749
H 0.67 -1.55 1.15 -0.164
H 2.99 0.19 0.51 0.118
H 1.63 0.53 1.53 -0.027
H 2.17 -0.56 -1.96 0.046
H 1.00 0.47 -2.63 0.773
H -0.36 -1.24 -2.88 0.666
H 0.79 -2.27 -2.21 0.613
H -0.53 -2.80 -0.51 0.710
H -0.89 -1.19 -0.01 -0.584
H -2.97 -4.88 -2.39 0.487
H -2.45 -4.29 -0.85 0.259
H -0.35 -4.65 -2.98 0.272
H -0.21 -4.94 -1.25 0.280
H -1.07 -6.07 -2.27 0.403
H -0.98 0.76 -0.92 1.070
H -0.33 0.29 1.72 -0.037
H -0.69 1.97 1.69 1.403
H -2.51 -0.16 0.59 0.438
H -3.16 -0.25 2.57 0.454
H -4.19 1.61 0.90 0.276
H -3.07 2.09 -0.34 0.324
H -3.61 3.25 2.17 0.275
H -2.90 3.91 0.89 0.222
H -0.41 3.40 0.05 0.588
H -1.16 2.77 -1.41 0.553
H 0.79 2.67 -2.60 0.644
H 1.08 4.71 -0.84 0.478
H 2.68 1.55 -2.92 0.380
H 3.49 2.81 -2.10 0.998
H 5.79 2.92 -1.32 0.305
H 6.91 2.03 -0.31 0.396
H 6.70 1.59 -2.01 0.452
H 5.12 -1.12 -0.42 0.324
H 6.27 -0.24 0.53 0.456
H 6.62 -0.49 -1.16 0.415
H 1.90 2.41 2.18 0.223
O -6.20 1.82 0.79 -0.622
C -6.94 1.11 0.16 0.731
O -8.22 1.48 0.03 -0.380
C -9.15 0.83 -0.84 -0.417
C -9.80 -0.36 -0.18 -0.929
C -6.49 -0.22 -0.41 -0.502
H -8.67 0.56 -1.79 0.367
H -9.89 1.58 -1.07 0.313
H -9.08 -1.13 0.08 0.257
H -10.55 -0.80 -0.84 0.356
H -10.29 -0.06 0.75 0.300
H -6.59 -0.98 0.36 0.255
H -5.44 -0.13 -0.68 -0.127
H -7.03 -0.53 -1.30 0.332
```

Values from the calculation:
M: 651.7 Da
Orbital gap: 8.86 eV
Net charge: +1
Lowest unoccupied orbital energy: -2.67 eV

DFT (the ωB97M-V functional and the def2-TZVPD basis) results for a single C7H14S2 molecule in a non-equilibrium geometry.

Structure (XYZ):
```
23
Properties=species:S:1:pos:R:3:mulliken_charge:R:1
C 0.01 0.24 1.12 0.396
C 0.05 -0.75 0.17 -1.246
C -0.08 0.09 2.60 -1.249
C -0.04 0.98 -1.61 -1.466
C 2.88 -0.41 -0.70 -0.683
C -2.54 -1.14 -0.79 -0.733
C 0.13 -0.54 -1.38 0.881
S 1.77 -1.13 -2.06 -0.074
S -1.35 -1.25 -2.16 -0.078
H 0.07 1.27 0.75 0.253
H 0.13 -1.83 0.43 0.385
H -1.01 -0.41 2.74 0.295
H 0.74 -0.53 2.95 0.314
H 0.15 1.00 3.18 0.325
H -0.29 1.15 -2.62 0.392
H -0.91 1.30 -0.95 0.352
H 0.80 1.63 -1.38 0.305
H 2.61 -1.04 0.06 0.238
H 2.60 0.61 -0.58 0.198
H 3.99 -0.51 -1.05 0.318
H -2.68 -2.04 -0.20 0.307
H -3.43 -0.90 -1.32 0.365
H -2.27 -0.37 -0.03 0.202
```

Values from the calculation:
Energy relative to the best compared isomer or geometry (same formula, charge and spin): 207.2 kJ/mol
M: 162.3 Da
Orbital gap: 9.28 eV
Net charge: 0
Lowest unoccupied orbital energy: 0.78 eV

DFT (the ωB97M-V functional and the def2-TZVPD basis) results for a single C4H4N2O molecule.

Structure (XYZ):
```
11
Properties=species:S:1:pos:R:3:mulliken_charge:R:1
O 1.75 -2.01 0.31 -0.519
C 0.92 -1.35 0.89 -0.083
C 0.15 -0.28 0.29 0.499
C -0.94 0.42 0.77 -0.384
N -1.39 1.30 -0.16 -0.560
C -0.57 1.17 -1.19 -0.150
N 0.37 0.22 -0.98 -0.090
H 0.66 -1.53 1.96 0.288
H -1.38 0.38 1.75 0.387
H -0.59 1.86 -2.02 0.374
H 1.03 -0.18 -1.62 0.238
```

Values from the calculation:
Energy relative to the best compared isomer or geometry (same formula, charge and spin): 20.7 kJ/mol
M: 96.1 Da
Orbital gap: 9.81 eV
Net charge: 0
Lowest unoccupied orbital energy: 0.30 eV

DFT (the ωB97M-V functional and the def2-TZVPD basis) results for a molecular structure, C25H39F9N16O9S2 in a non-equilibrium geometry.

Structure (XYZ):
```
100
Properties=species:S:1:pos:R:3:mulliken_charge:R:1
C -0.22 -2.99 -1.88 -1.661
C -0.21 -1.49 -1.84 0.478
C -1.28 -0.83 -2.30 -1.461
C -1.32 0.51 -2.30 -0.882
C -0.25 1.17 -1.85 -1.249
C 0.82 0.53 -1.39 -0.478
C 0.86 -0.81 -1.38 2.122
C 2.06 -1.63 -0.92 -1.605
C 3.28 -0.81 -0.65 -0.968
C 3.64 -0.21 0.48 1.018
S 2.61 -0.44 1.90 1.634
O 1.38 0.19 1.65 -0.613
O 2.38 -1.80 2.23 -0.717
C 3.31 0.44 3.38 0.449
F 2.83 1.67 3.33 -0.278
F 4.63 0.56 3.40 -0.269
C 2.79 -0.17 4.71 0.738
F 2.89 0.79 5.64 -0.333
F 1.51 -0.44 4.64 -0.276
C 3.54 -1.46 5.18 0.628
F 2.63 -2.40 5.43 -0.269
F 4.36 -1.96 4.27 -0.275
C 4.34 -1.30 6.50 0.576
F 3.55 -1.26 7.55 -0.221
F 5.06 -2.40 6.64 -0.286
F 5.18 -0.31 6.49 -0.242
C 4.82 0.56 0.52 -0.914
C 5.61 0.72 -0.46 -1.005
C 5.34 0.10 -1.67 0.394
N 6.04 0.11 -2.75 -0.749
S 5.19 -0.77 -3.79 0.122
N 3.97 -1.17 -2.90 -0.086
C 4.15 -0.65 -1.71 0.607
H 0.71 -3.39 -2.29 0.337
H -0.34 -3.42 -0.89 0.291
H -1.02 -3.32 -2.54 0.496
H -2.11 -1.41 -2.68 0.936
H -2.21 0.99 -2.66 0.593
H -0.30 2.25 -1.88 0.670
H 1.66 1.10 -1.05 0.366
H 2.30 -2.29 -1.75 0.584
H 1.76 -2.28 -0.11 0.786
H 5.09 1.07 1.42 0.546
H 6.50 1.31 -0.32 0.472
C -4.56 1.80 -0.47 0.723
O -3.95 2.68 -1.06 -0.641
N -4.40 1.55 0.85 -0.247
N -5.47 0.98 -1.10 -0.347
H -4.90 0.83 1.34 0.115
H -3.75 2.11 1.37 0.105
H -5.62 1.13 -2.07 0.167
H -5.97 0.25 -0.63 0.148
C 2.47 -3.66 -6.21 0.598
O 1.71 -4.28 -5.50 -0.621
N 3.00 -2.45 -5.84 -0.272
N 2.87 -4.11 -7.44 -0.401
H 3.63 -1.92 -6.41 0.157
H 2.73 -2.09 -4.94 0.171
H 2.50 -4.99 -7.75 0.231
H 3.50 -3.61 -8.04 0.154
C -3.97 -2.10 -5.54 0.653
O -4.06 -2.83 -4.56 -0.631
N -3.09 -1.06 -5.60 -0.298
N -4.76 -2.27 -6.65 -0.410
H -2.99 -0.45 -6.39 0.170
H -2.49 -0.91 -4.81 0.195
H -5.42 -3.02 -6.64 0.224
H -4.70 -1.68 -7.46 0.157
C -4.53 3.79 -5.31 0.513
O -5.12 3.65 -6.37 -0.680
N -4.83 3.07 -4.19 -0.216
N -3.49 4.67 -5.16 -0.326
H -4.34 3.17 -3.31 0.186
H -5.58 2.41 -4.26 0.155
H -3.24 5.22 -5.96 0.197
H -2.99 4.80 -4.30 0.190
C -3.29 0.35 4.39 0.589
O -3.82 0.57 3.31 -0.617
N -3.87 -0.43 5.34 -0.386
N -2.07 0.86 4.73 -0.309
H -3.46 -0.63 6.24 0.157
H -4.77 -0.82 5.12 0.212
H -1.61 1.44 4.05 0.163
H -1.63 0.69 5.61 0.162
C -0.29 5.14 -0.52 0.610
O -0.42 4.21 -1.30 -0.641
N 0.54 6.20 -0.78 -0.431
N -0.96 5.19 0.67 -0.369
H 0.66 6.97 -0.16 0.146
H 1.04 6.19 -1.65 0.225
H -1.57 4.43 0.88 0.219
H -0.87 5.94 1.32 0.159
C -0.09 -1.98 8.93 0.620
O -0.53 -0.84 8.84 -0.667
N 0.95 -2.41 8.19 -0.258
N -0.63 -2.89 9.79 -0.391
H 1.33 -3.34 8.24 0.172
H 1.36 -1.76 7.55 0.116
H -1.40 -2.60 10.36 0.234
H -0.28 -3.83 9.88 0.160
```

Values from the calculation:
M: 942.8 Da
Orbital gap: 7.29 eV
Net charge: 0
Lowest unoccupied orbital energy: -1.09 eV

Q: Look up the lowest unoccupied orbital energy of the fourth one.
A: -1.09 eV

Q: Look up the lowest unoccupied orbital energy of the second one.
A: 0.78 eV

Copy entry 3 word for word.
DFT (the ωB97M-V functional and the def2-TZVPD basis) results for a single C4H4N2O molecule.

Structure (XYZ):
```
11
Properties=species:S:1:pos:R:3:mulliken_charge:R:1
O 1.75 -2.01 0.31 -0.519
C 0.92 -1.35 0.89 -0.083
C 0.15 -0.28 0.29 0.499
C -0.94 0.42 0.77 -0.384
N -1.39 1.30 -0.16 -0.560
C -0.57 1.17 -1.19 -0.150
N 0.37 0.22 -0.98 -0.090
H 0.66 -1.53 1.96 0.288
H -1.38 0.38 1.75 0.387
H -0.59 1.86 -2.02 0.374
H 1.03 -0.18 -1.62 0.238
```

Values from the calculation:
Energy relative to the best compared isomer or geometry (same formula, charge and spin): 20.7 kJ/mol
M: 96.1 Da
Orbital gap: 9.81 eV
Net charge: 0
Lowest unoccupied orbital energy: 0.30 eV

Q: Among the records above, which one has the lowest M?
A: C4H4N2O